{
  "formula": "C3H6N2O",
  "method": "ωB97M-V/def2-TZVPD",
  "species": ["C", "C", "C", "H", "H", "H", "H", "H", "H", "N", "N", "O"],
  "xyz": [[0.469, -0.209, 0.083], [0.246, 1.335, -0.004], [-0.743, -0.548, 0.823], [-0.403, -1.092, -1.688], [0.936, -1.925, -0.925], [1.361, -0.412, 0.738], [0.259, 1.654, -1.083], [1.055, 1.812, 0.624], [-1.143, -1.633, 1.015], [0.563, -0.998, -1.202], [-1.580, 0.438, 1.039], [-1.021, 1.579, 0.581]],
  "forces_ev_per_angstrom": [[0.77, -0.18, -0.35], [1.67, -0.64, -0.63], [-3.84, -1.06, 1.29], [2.20, 0.05, 1.39], [-0.66, 0.71, -0.66], [-0.55, -0.05, -1.07], [0.04, 0.03, 1.15], [-0.99, -0.08, -0.90], [1.01, 2.31, -0.14], [-0.98, 0.21, 0.36], [1.39, -2.77, -0.17], [-0.06, 1.46, -0.27]],
  "max_force_ev_per_a": 4.2,
  "relative_energy_kj_mol": 321.46,
  "orbital_gap_ev": 10.09,
  "molar_mass_g_mol": 86.1
}



{
  "formula": "C20H50BaNO9",
  "method": "ωB97M-V/def2-TZVPD",
  "species": ["Ba", "O", "C", "O", "O", "H", "C", "C", "O", "H", "H", "H", "H", "H", "H", "C", "C", "O", "H", "H", "H", "H", "H", "H", "C", "C", "O", "H", "H", "H", "H", "H", "H", "C", "C", "O", "H", "H", "H", "H", "H", "H", "C", "C", "O", "H", "H", "H", "H", "H", "H", "C", "C", "C", "C", "C", "C", "N", "O", "C", "C", "C", "H", "H", "H", "H", "H", "H", "H", "H", "H", "H", "H", "H", "H", "H", "H", "H", "H", "H", "H"],
  "xyz": [[3.259, 1.607, -0.226], [-0.966, 0.674, -2.075], [0.247, 0.708, -1.520], [1.032, -0.155, -1.927], [0.568, 1.499, -0.639], [-1.095, 1.411, -1.473], [-3.798, -1.986, -4.740], [-3.031, -1.250, -3.613], [-2.993, 0.105, -3.651], [-3.736, -3.041, -4.472], [-3.239, -1.940, -5.675], [-4.873, -1.809, -4.731], [-2.002, -1.593, -3.504], [-3.557, -1.437, -2.677], [-2.309, 0.436, -3.065], [0.675, -1.371, -5.231], [1.062, -2.589, -4.444], [0.343, -2.412, -3.228], [1.459, -1.233, -5.975], [0.783, -0.446, -4.666], [-0.315, -1.468, -5.679], [2.113, -2.570, -4.155], [0.833, -3.554, -4.896], [0.579, -1.539, -2.905], [2.713, 1.934, -5.620], [2.342, 2.233, -4.185], [3.251, 1.538, -3.320], [2.086, 2.457, -6.343], [2.626, 0.866, -5.820], [3.768, 2.198, -5.684], [1.299, 1.958, -4.030], [2.574, 3.256, -3.889], [2.979, 0.630, -3.166], [6.123, -2.303, -2.702], [5.242, -1.816, -1.624], [4.074, -1.237, -2.263], [7.072, -2.631, -2.276], [6.498, -1.498, -3.334], [5.714, -3.048, -3.384], [5.799, -1.113, -1.005], [4.772, -2.637, -1.083], [3.397, -1.918, -2.237], [1.058, -1.114, 2.226], [2.185, -1.662, 1.297], [3.105, -0.676, 1.096], [0.579, -0.252, 1.761], [1.504, -0.684, 3.124], [0.282, -1.857, 2.408], [1.723, -2.025, 0.378], [2.567, -2.519, 1.852], [3.706, -0.752, 1.841], [-0.196, 2.307, 5.540], [-1.496, 2.190, 4.764], [-1.021, 2.084, 3.288], [-2.167, 1.518, 2.394], [-2.511, 0.100, 2.854], [-2.992, 0.066, 4.322], [-2.220, 0.984, 5.194], [-2.755, 1.116, 6.459], [-4.564, 0.356, 4.345], [-2.681, -1.316, 5.000], [-2.496, 3.445, 4.896], [0.631, 2.840, 5.070], [0.142, 1.298, 5.777], [-0.337, 2.880, 6.456], [-0.745, 3.048, 2.861], [-0.134, 1.451, 3.312], [-1.882, 1.422, 1.347], [-2.983, 2.239, 2.452], [-1.636, -0.527, 2.685], [-3.439, -0.131, 2.330], [-5.238, -0.237, 3.725], [-4.989, 0.181, 5.333], [-4.738, 1.403, 4.097], [-3.205, -1.373, 5.954], [-3.002, -2.205, 4.456], [-1.627, -1.415, 5.261], [-3.449, 3.256, 4.403], [-2.029, 4.342, 4.490], [-2.706, 3.843, 5.889], [-3.610, 1.461, 6.190]],
  "forces_ev_per_angstrom": [[-1.52, -0.88, -1.58], [0.70, 1.74, 1.81], [2.96, -4.54, -2.25], [1.74, -0.67, -0.43], [0.12, 2.96, 2.18], [-3.38, 1.48, -0.10], [1.15, -0.23, 1.13], [-0.52, -1.91, 0.95], [-0.54, 3.18, -1.58], [0.13, -0.20, 0.17], [-0.63, 0.49, -0.32], [0.22, 0.63, -0.54], [-0.03, -0.74, -0.24], [-0.09, -1.06, 0.30], [-0.30, -0.38, -0.42], [1.30, -0.06, -1.57], [-0.54, 1.19, 1.56], [-0.41, -1.82, 0.47], [-0.32, -0.02, -0.85], [-0.43, -0.18, 0.47], [0.13, 0.21, 0.04], [0.49, -0.14, -0.56], [-0.18, 0.18, 0.00], [-0.04, 0.37, 0.37], [0.41, 0.03, 0.30], [0.24, -0.04, -0.25], [0.20, -0.10, 1.48], [0.18, 0.17, 0.07], [-0.06, -0.02, 0.06], [-0.05, 0.08, -0.62], [-0.03, 0.12, 0.53], [-0.67, 0.28, -0.50], [-0.21, -0.58, -0.36], [1.96, -0.06, -0.72], [-1.59, -0.74, -1.04], [0.01, 1.30, 0.64], [-0.04, -0.68, 0.12], [-0.49, 0.40, -0.08], [-0.16, -0.11, 0.40], [-0.44, 0.18, 0.26], [0.93, -0.08, 0.77], [-0.33, 0.14, -0.11], [0.42, 0.37, -1.01], [-4.07, -1.87, 1.76], [2.42, 1.73, -0.52], [-0.18, -0.03, -0.36], [-0.07, -0.52, 0.41], [0.23, 0.01, 0.31], [0.41, 0.28, -0.26], [0.63, -0.08, -0.40], [0.36, 0.16, 0.12], [-0.04, 0.53, 1.41], [-1.39, 1.50, -0.78], [-1.68, -0.71, -0.54], [1.34, -0.19, 0.62], [-1.05, 1.50, 0.88], [-0.17, -1.00, 0.90], [1.96, -0.54, -2.01], [-0.49, 0.16, -0.09], [0.77, 0.27, 0.66], [-0.76, 0.04, -0.01], [1.36, 0.07, 0.05], [-0.23, 0.03, -0.65], [0.03, 0.06, 0.12], [-0.10, -0.36, 0.36], [0.18, 0.22, 0.52], [0.00, -0.27, -0.36], [0.19, 0.36, -0.12], [-0.27, -0.28, -0.04], [-0.40, -0.30, -0.10], [0.58, -0.97, -0.56], [0.65, -0.26, -0.46], [0.22, 0.13, 0.28], [-0.07, 0.09, -0.12], [-0.05, 0.14, 0.05], [-0.07, 0.13, -0.41], [0.07, 0.18, -0.37], [0.14, 0.01, -0.13], [0.03, -0.08, -0.70], [-0.01, -0.88, 0.46], [-0.75, 0.42, 1.10]],
  "max_force_ev_per_a": 5.9,
  "relative_energy_kj_mol": 332.65,
  "orbital_gap_ev": 5.39,
  "molar_mass_g_mol": 585.9,
  "total_charge": 1
}



{
  "formula": "C3H6N2O2S",
  "method": "ωB97M-V/def2-TZVPD",
  "species": ["C", "C", "C", "N", "N", "O", "O", "S", "H", "H", "H", "H", "H", "H"],
  "xyz": [[1.968, 0.208, -1.227], [-0.480, 1.169, 0.332], [-0.578, -0.209, -0.234], [-1.291, -0.968, 1.794], [-1.075, -1.176, 0.514], [-1.342, -2.338, -0.012], [1.592, 0.019, -2.375], [2.915, 1.518, -0.705], [-1.362, 1.393, 0.946], [0.393, 1.288, 0.982], [-0.398, 1.902, -0.470], [-0.541, -0.391, -1.291], [-1.623, -1.862, 2.188], [1.821, -0.554, -0.441]],
  "forces_ev_per_angstrom": [[1.00, -0.40, -0.33], [-0.03, -0.20, 0.13], [-1.10, 0.31, 0.21], [-0.24, -0.01, 1.39], [0.13, -0.07, -0.38], [-0.09, -0.48, -0.16], [-0.40, -0.24, -0.31], [0.62, 0.87, 0.39], [-0.06, -0.01, 0.01], [0.00, 0.09, 0.04], [0.12, 0.02, -0.07], [0.10, -0.23, 0.01], [0.22, 0.38, -0.74], [-0.28, -0.05, -0.18]],
  "max_force_ev_per_a": 1.4,
  "relative_energy_kj_mol": 0.00,
  "orbital_gap_ev": 5.06,
  "molar_mass_g_mol": 134.2,
  "total_charge": -2
}



{
  "formula": "C22H30N4STl",
  "method": "ωB97M-V/def2-TZVPD",
  "species": ["Tl", "C", "C", "C", "C", "C", "C", "C", "C", "N", "C", "C", "C", "C", "N", "C", "C", "C", "C", "C", "C", "C", "C", "H", "H", "H", "H", "H", "H", "H", "H", "H", "H", "H", "H", "H", "H", "H", "H", "H", "H", "H", "H", "H", "H", "H", "H", "C", "N", "C", "N", "S", "H", "H", "H", "H", "H", "H"],
  "xyz": [[-1.405, 0.257, 1.117], [3.355, 0.208, -0.586], [2.827, 1.554, -0.156], [3.720, 2.509, 0.324], [3.290, 3.763, 0.722], [1.940, 4.076, 0.654], [1.014, 3.147, 0.200], [-0.453, 3.510, 0.162], [1.471, 1.891, -0.213], [0.507, 0.918, -0.608], [0.501, 0.413, -1.771], [1.366, 0.867, -2.912], [-0.471, -0.728, -2.037], [-0.318, -1.493, -3.320], [-1.324, -1.001, -1.139], [-2.278, -2.053, -1.291], [-2.053, -3.254, -0.614], [-0.807, -3.465, 0.215], [-3.021, -4.247, -0.710], [-4.181, -4.044, -1.442], [-4.389, -2.836, -2.089], [-3.443, -1.819, -2.025], [-3.668, -0.502, -2.724], [4.163, -0.103, 0.075], [3.765, 0.248, -1.599], [2.591, -0.567, -0.555], [4.774, 2.258, 0.372], [4.002, 4.499, 1.073], [1.596, 5.061, 0.951], [-0.577, 4.585, 0.036], [-0.941, 3.246, 1.105], [-0.985, 3.016, -0.650], [1.969, 1.723, -2.626], [0.731, 1.151, -3.753], [2.024, 0.069, -3.258], [0.667, -1.968, -3.347], [-0.377, -0.831, -4.185], [-1.077, -2.264, -3.409], [0.078, -3.024, -0.245], [-0.619, -4.526, 0.364], [-0.915, -3.012, 1.206], [-2.857, -5.192, -0.205], [-4.926, -4.828, -1.505], [-5.299, -2.672, -2.654], [-4.710, -0.401, -3.023], [-3.058, -0.416, -3.629], [-3.415, 0.341, -2.079], [0.275, 1.076, 5.783], [0.189, 0.345, 4.527], [1.234, 0.046, 3.749], [2.430, 0.506, 4.139], [1.090, -0.848, 2.313], [-0.732, 1.321, 6.110], [0.816, 2.012, 5.643], [0.759, 0.490, 6.567], [-0.663, -0.141, 4.314], [2.593, 0.858, 5.067], [3.224, 0.273, 3.570]],
  "forces_ev_per_angstrom": [[0.05, 0.06, 0.08], [0.04, 0.09, 0.06], [0.07, -0.13, 0.01], [0.05, 0.02, 0.02], [-0.03, 0.00, -0.02], [0.04, 0.02, -0.01], [-0.14, 0.04, 0.01], [0.15, -0.02, 0.01], [-0.04, 0.04, -0.02], [-0.08, 0.02, 0.10], [0.03, -0.04, -0.16], [-0.10, -0.03, -0.02], [0.01, -0.04, -0.12], [0.04, 0.07, 0.03], [0.11, 0.04, 0.04], [-0.01, -0.04, 0.04], [0.12, 0.01, 0.05], [-0.12, 0.05, -0.06], [-0.01, -0.05, -0.03], [0.00, 0.01, 0.00], [-0.02, 0.00, -0.01], [0.01, 0.10, -0.02], [0.02, -0.09, 0.03], [0.01, 0.00, -0.01], [-0.03, 0.01, 0.05], [0.00, -0.03, 0.03], [-0.04, 0.01, 0.00], [-0.03, -0.04, 0.00], [0.01, -0.04, -0.01], [0.02, 0.00, 0.00], [-0.04, -0.01, -0.02], [0.00, -0.01, 0.00], [0.00, 0.01, -0.01], [0.01, -0.01, -0.01], [-0.03, -0.01, 0.01], [-0.02, 0.03, 0.00], [0.00, 0.00, 0.02], [-0.02, -0.02, 0.01], [-0.01, -0.03, -0.01], [-0.02, 0.01, 0.00], [0.03, 0.01, -0.02], [-0.01, 0.04, -0.01], [0.03, 0.03, 0.01], [0.03, -0.01, 0.03], [0.02, -0.01, 0.00], [-0.01, 0.00, 0.03], [-0.02, 0.00, -0.01], [-0.02, -0.03, -0.06], [-0.04, -0.06, 0.10], [0.11, 0.16, 0.05], [0.03, -0.10, -0.07], [-0.07, -0.05, 0.02], [0.00, -0.01, 0.00], [-0.02, 0.02, -0.02], [0.01, -0.02, -0.01], [-0.06, 0.00, -0.04], [0.00, 0.03, -0.02], [0.02, 0.02, -0.02]],
  "max_force_ev_per_a": 0.2,
  "relative_energy_kj_mol": 0.00,
  "orbital_gap_ev": 8.04,
  "molar_mass_g_mol": 587.0,
  "total_charge": 1
}



{
  "formula": "C18H17N3O3S2",
  "method": "ωB97M-V/def2-TZVPD",
  "species": ["O", "O", "N", "O", "S", "S", "C", "C", "C", "C", "C", "C", "C", "C", "C", "C", "C", "C", "C", "N", "N", "C", "C", "C", "C", "C", "H", "H", "H", "H", "H", "H", "H", "H", "H", "H", "H", "H", "H", "H", "H", "H", "H"],
  "xyz": [[2.004, -5.124, -0.837], [-1.864, -1.697, 0.268], [-4.458, 4.420, -0.206], [4.433, -1.877, 0.682], [-2.651, 4.956, -2.051], [-4.916, 6.891, -1.249], [1.483, -4.119, -0.407], [-0.889, -1.179, -0.309], [-4.114, 5.337, -1.085], [5.742, -1.770, 0.223], [6.354, -2.997, 0.129], [5.344, -3.925, 0.610], [4.212, -3.214, 0.946], [-3.807, 2.176, 0.433], [-2.957, 1.087, 0.192], [-1.686, 2.346, -1.397], [-3.590, 3.345, -0.303], [-2.576, 3.414, -1.232], [-1.834, 1.161, -0.652], [-0.888, 0.127, -0.848], [1.787, -3.458, 0.773], [-4.927, 7.351, 0.498], [2.993, -3.789, 1.575], [0.469, -3.266, -1.175], [0.995, -2.292, 1.012], [0.451, -1.939, -0.378], [6.237, -0.824, -0.025], [7.363, -3.264, -0.142], [5.538, -4.989, 0.761], [-4.628, 2.010, 1.129], [-3.204, 0.168, 0.746], [-0.862, 2.438, -2.084], [-0.031, 0.422, -1.286], [-5.536, 6.618, 1.077], [-5.384, 8.326, 0.561], [-3.917, 7.352, 0.905], [2.899, -3.308, 2.552], [3.110, -4.879, 1.703], [-0.531, -3.704, -1.195], [0.840, -3.089, -2.196], [1.617, -1.457, 1.424], [0.215, -2.515, 1.718], [1.166, -1.272, -0.860]],
  "forces_ev_per_angstrom": [[-0.01, 0.02, 0.50], [1.86, 1.29, -1.35], [0.71, 1.58, -1.60], [0.71, -0.23, 0.04], [-0.74, -0.08, 0.54], [0.24, -0.07, -0.13], [0.34, 0.62, -0.14], [-1.53, -0.31, 1.08], [0.22, -1.26, 0.98], [0.91, -1.00, -0.40], [-2.07, 0.40, 0.99], [0.09, 0.46, 0.18], [2.64, -1.35, -0.93], [1.19, -1.25, -0.74], [-0.66, -0.41, 1.24], [0.11, -0.29, 0.28], [-1.59, -0.34, 1.19], [0.85, -0.24, -0.39], [-0.79, 0.96, -0.60], [-0.09, -1.33, 0.82], [0.82, -1.51, -0.31], [-0.49, -1.12, 0.62], [-0.86, 1.13, -0.51], [-0.26, 0.69, 0.43], [0.54, 1.10, 0.20], [-0.34, 0.81, -0.68], [-1.15, -0.14, 0.31], [-0.08, 0.33, -0.12], [-0.47, 0.38, -0.14], [0.14, 0.49, -0.28], [0.49, 0.43, -0.48], [0.17, 0.00, -0.23], [0.02, -0.08, 0.00], [0.43, 0.61, -0.49], [-0.05, 0.32, 0.02], [-0.02, 0.16, -0.11], [-0.41, -0.27, 0.11], [-0.04, 0.59, -0.22], [0.18, -0.22, -0.05], [-0.24, -0.35, 0.34], [-0.45, -0.63, -0.33], [-0.60, 0.08, 0.30], [0.24, 0.01, 0.06]],
  "max_force_ev_per_a": 3.1,
  "relative_energy_kj_mol": 79.99,
  "orbital_gap_ev": 8.62,
  "molar_mass_g_mol": 387.5
}



{
  "formula": "C4H7N3",
  "method": "ωB97M-V/def2-TZVPD",
  "species": ["C", "N", "C", "N", "N", "C", "C", "H", "H", "H", "H", "H", "H", "H"],
  "xyz": [[-2.215, -0.474, 0.388], [-1.259, 0.195, -0.475], [0.082, 0.140, -0.165], [0.930, 1.109, -0.810], [2.122, 0.561, -0.659], [2.072, -0.593, 0.111], [0.792, -0.936, 0.483], [-1.814, -1.454, 0.650], [-2.420, 0.073, 1.320], [-3.157, -0.604, -0.154], [-1.565, 1.065, -0.888], [2.927, 1.155, -0.804], [3.017, -1.089, 0.315], [0.503, 1.162, 0.474]],
  "forces_ev_per_angstrom": [[-0.12, -0.12, 0.13], [0.10, 0.15, 0.00], [-0.31, -0.39, -0.19], [-0.18, -0.06, 0.16], [0.12, -0.04, 0.19], [0.08, -0.05, 0.03], [0.11, 0.25, -0.22], [-0.04, 0.13, -0.04], [0.07, -0.05, -0.13], [0.16, 0.02, 0.06], [0.07, -0.09, 0.02], [-0.08, -0.10, -0.02], [-0.17, 0.09, -0.03], [0.17, 0.26, 0.05]],
  "max_force_ev_per_a": 0.5,
  "relative_energy_kj_mol": 462.46,
  "orbital_gap_ev": 8.74,
  "molar_mass_g_mol": 97.1
}



Values for HOMO energy, eV, ordered as above
-9.25 -9.86 0.85 -11.09 -8.35 -7.96